{
  "formula": "C27H31N4O",
  "method": "ωB97M-V/def2-TZVPD",
  "spin_multiplicity": 1,
  "e_lumo_ev": -4.125,
  "de_lowest_ev": 0.091,
  "homo_ev": -10.1,
  "total_energy_ev": -36502.2267,
  "largest_force_ha_per_bohr": 0.06902,
  "total_charge": 1,
  "elements": ["C", "C", "C", "N", "C", "N", "C", "C", "C", "C", "C", "C", "C", "C", "C", "H", "H", "H", "H", "H", "H", "H", "H", "H", "H", "H", "H", "H", "H", "H", "H", "C", "N", "C", "C", "N", "C", "C", "C", "C", "C", "C", "C", "C", "C", "C", "C", "O", "H", "H", "H", "H", "H", "H", "H", "H", "H", "H", "H", "H", "H", "H", "H"],
  "coordinates": [[-0.2279, -1.0141, 4.3171], [0.6022, -1.8147, 3.3730], [0.1259, -2.1391, 2.0959], [-1.1438, -1.6712, 1.6731], [-1.5180, -0.3496, 1.7972], [-2.7591, -0.3018, 1.2649], [-3.6047, 0.8595, 1.3417], [-3.1747, -1.5660, 0.7847], [-2.1442, -2.4031, 1.0048], [0.9191, -2.8711, 1.2009], [0.4250, -3.0964, -0.1860], [2.1937, -3.3070, 1.6045], [2.6728, -3.0416, 2.8941], [4.0285, -3.5481, 3.3042], [1.8668, -2.2825, 3.7593], [0.3441, -0.8502, 5.2353], [-0.4797, -0.0423, 3.8737], [-1.1595, -1.5227, 4.6106], [-2.9858, 1.7005, 1.6910], [-4.0630, 1.1162, 0.3729], [-4.4218, 0.6877, 2.0621], [-4.1637, -1.7455, 0.3846], [-2.0825, -3.4564, 0.8203], [1.2674, -3.3488, -0.8371], [-0.3054, -3.9152, -0.2502], [-0.0374, -2.1870, -0.5941], [2.8153, -3.8453, 0.8827], [4.2572, -3.3141, 4.3491], [4.0871, -4.6372, 3.1784], [4.8241, -3.1199, 2.6787], [2.2239, -2.0197, 4.7545], [-0.0521, 3.7651, -3.2423], [0.4867, 4.2920, -2.0026], [0.7878, 5.6392, -1.8692], [1.4137, 5.7941, -0.6833], [1.4923, 4.5402, -0.0943], [2.1996, 4.3131, 1.1500], [0.8862, 3.6240, -0.8886], [0.8995, 2.1651, -0.6622], [-0.1888, 1.3667, -1.2433], [0.0225, 0.0485, -1.5013], [-0.7444, -0.6827, -2.5091], [-0.0901, -1.6907, -3.2658], [-0.7711, -2.3907, -4.2568], [-2.1175, -2.0917, -4.5184], [-2.7748, -1.0924, -3.7870], [-2.0926, -0.3693, -2.8052], [1.8114, 1.6430, 0.0168], [-0.3775, 2.7274, -3.1530], [-0.9050, 4.3906, -3.5330], [0.7039, 3.8372, -4.0376], [0.5701, 6.3512, -2.6454], [1.8302, 6.6723, -0.2214], [1.9718, 3.3206, 1.5348], [3.2824, 4.3983, 0.9869], [1.8983, 5.0856, 1.8665], [-1.1410, 1.8650, -1.4540], [0.9304, -0.4251, -1.1126], [0.9720, -1.8828, -3.0749], [-0.2358, -3.1344, -4.8533], [-2.6349, -2.6069, -5.3269], [-3.8167, -0.8493, -4.0127], [-2.5986, 0.4237, -2.2428]],
  "forces_ev_per_angstrom": [[0.048, 0.428, 0.706], [0.151, -0.542, -0.235], [0.944, -0.380, 0.108], [-1.326, 0.880, -0.775], [0.187, 0.042, -0.091], [0.184, -1.342, -0.281], [-0.371, 0.554, 0.169], [0.256, 0.649, 0.244], [-0.020, 0.185, 0.713], [0.382, 0.221, 0.620], [0.207, -0.189, -0.679], [-0.589, 0.254, 0.159], [-0.431, 0.283, -0.139], [0.243, -0.123, 0.032], [-0.070, -0.102, -0.607], [-0.106, 0.015, -0.047], [-0.013, -0.356, 0.267], [0.199, 0.134, -0.281], [-0.291, -0.363, -0.129], [0.244, -0.177, 0.218], [0.297, 0.136, -0.224], [0.236, 0.018, -0.011], [0.044, -0.115, 0.025], [-0.107, -0.083, 0.024], [0.239, 0.234, -0.093], [-0.024, -0.557, 0.255], [-0.176, 0.102, 0.274], [-0.079, -0.025, -0.194], [-0.029, 0.216, 0.078], [-0.203, -0.028, 0.138], [-0.012, -0.150, -0.180], [-0.391, -0.035, -0.939], [0.123, 0.198, 0.841], [0.041, -0.711, 0.009], [0.018, -0.780, 0.188], [-0.509, 0.198, -0.853], [0.341, 0.004, 0.867], [0.993, 1.921, -0.509], [0.783, -2.848, 1.968], [0.082, -0.174, 0.431], [0.261, 1.076, -0.684], [-0.679, -0.663, -0.389], [-0.246, 0.404, 0.477], [-0.173, 0.341, -0.095], [0.325, 0.174, 0.176], [0.211, 0.156, -0.053], [0.382, -0.434, 0.021], [-1.514, 1.700, -1.587], [0.185, 0.333, 0.067], [0.156, -0.242, 0.085], [-0.151, -0.059, 0.341], [-0.074, -0.038, -0.005], [-0.037, -0.056, 0.078], [0.044, 0.203, -0.055], [-0.343, -0.132, -0.073], [0.005, -0.233, -0.162], [0.484, -0.195, -0.326], [-0.127, 0.355, -0.272], [-0.458, -0.042, -0.027], [-0.281, 0.225, 0.232], [0.060, 0.062, 0.293], [0.369, -0.124, 0.098], [0.109, -0.403, -0.210]]
}